Here is a 2-piece molecular cluster, C2HBrCl2S overall at a distorted geometry from the Open Molecules 2025 dataset. Energies are from ωB97M-V with the def2-TZVPD basis set.

Summary:
**HOMO-LUMO gap (spin up / spin down)**: 5.21 / 5.22 eV
**Charge**: 0
**ΔE to the lowest compared entry with this formula, charge and spin**: 90.9 kcal per mole
**Total energy**: -108007.754 eV

```
7
C2HBrCl2S (ωB97M-V with the def2-TZVPD basis set)
C -1.128 -0.646 -0.663
C -0.636 -0.092 0.378
S 2.634 -0.375 0.797
Cl -2.736 -0.436 -1.388
Cl -0.984 1.094 1.421
Br 3.176 1.681 0.673
H -0.327 -1.227 -1.218
```

List of natural (NBO) charges in e, atom by atom: C -0.348; C 0.020; S -0.154; Cl 0.025; Cl 0.202; Br -0.025; H 0.279